This record from OMol25 describes 5 unconnected molecules or ions with the total composition C20H44O7. The level of theory is wB97M-V/def2-TZVPD.

Values from the calculation:
E_HOMO	-0.3375	hartree
SMILES	C1CCOC1.C1CCOC1.C1CCOC1.COCCOC.COCCOC
orbital gap	10.008	eV
maximum force	0.0266	Eh/bohr

Atoms and positions in Å:
C (-1.362, -6.994, -2.731)
O (-0.918, -5.826, -2.103)
C (-1.199, -4.658, -2.822)
C (-0.405, -3.514, -2.269)
O (-0.657, -3.136, -0.942)
C (-0.184, -3.986, 0.085)
H (-2.451, -7.037, -2.851)
H (-0.955, -7.829, -2.171)
H (-0.966, -7.032, -3.762)
H (-2.279, -4.475, -2.909)
H (-0.849, -4.828, -3.860)
H (-0.597, -2.626, -2.876)
H (0.667, -3.743, -2.383)
H (0.859, -4.259, -0.115)
H (-0.768, -4.896, 0.228)
H (-0.253, -3.388, 0.994)
C (2.493, 4.014, -1.498)
O (1.242, 4.386, -1.022)
C (0.928, 5.752, -1.208)
C (-0.370, 6.046, -0.541)
O (-0.349, 5.602, 0.789)
C (-1.522, 5.974, 1.490)
H (2.758, 4.384, -2.497)
H (2.522, 2.922, -1.561)
H (3.319, 4.271, -0.816)
H (0.898, 6.027, -2.266)
H (1.716, 6.305, -0.673)
H (-1.229, 5.613, -1.080)
H (-0.553, 7.134, -0.589)
H (-1.555, 7.062, 1.602)
H (-1.444, 5.493, 2.461)
H (-2.429, 5.615, 0.994)
C (2.464, -1.529, -4.198)
C (2.112, -1.126, -2.758)
C (2.971, 0.129, -2.557)
O (4.097, 0.002, -3.377)
C (3.694, -0.671, -4.543)
H (1.618, -1.293, -4.842)
H (2.679, -2.590, -4.325)
H (2.266, -1.854, -1.963)
H (1.062, -0.839, -2.686)
H (3.246, 0.301, -1.514)
H (2.382, 1.028, -2.807)
H (4.503, -1.265, -4.977)
H (3.469, 0.007, -5.383)
C (1.364, 1.096, 1.303)
C (0.770, -0.242, 1.834)
C (-0.503, -0.412, 1.024)
O (-0.952, 0.926, 0.856)
C (0.199, 1.680, 0.489)
H (2.294, 0.872, 0.788)
H (1.557, 1.716, 2.176)
H (0.628, -0.244, 2.913)
H (1.463, -1.074, 1.664)
H (-1.252, -1.044, 1.500)
H (-0.299, -0.881, 0.053)
H (-0.014, 2.712, 0.773)
H (0.319, 1.732, -0.600)
C (-3.854, -0.710, 5.172)
C (-3.064, 0.605, 5.263)
C (-1.647, 0.160, 4.863)
O (-1.620, -1.270, 4.905)
C (-2.771, -1.692, 5.609)
H (-4.156, -0.939, 4.150)
H (-4.712, -0.705, 5.844)
H (-3.099, 0.989, 6.280)
H (-3.420, 1.346, 4.549)
H (-0.893, 0.629, 5.503)
H (-1.394, 0.396, 3.828)
H (-2.650, -1.580, 6.699)
H (-2.964, -2.740, 5.391)

These are the Mulliken partial charges, in e, on atoms 1 to 4: -0.765 -0.267 -0.699 -0.277